Molecular formula: C9H11O3
Method: DFT, the ωB97M-V functional and the def2-TZVPD basis

Positions of all 23 atoms, in Å:
C (-1.364, 0.060, -3.673)
C (-0.224, -1.299, 0.244)
C (0.604, -0.419, -0.425)
C (-1.329, -1.937, -0.527)
C (-0.008, 0.152, -1.592)
C (-1.815, -1.434, -1.703)
C (-0.991, -0.451, -2.339)
O (0.064, -1.523, 1.450)
H (2.328, 0.178, 1.751)
H (1.448, -0.072, 0.024)
H (-2.016, -2.711, 0.026)
H (0.585, 0.953, -2.117)
H (-2.647, -1.758, -2.138)
H (-0.620, -0.063, -4.444)
H (-1.787, 1.026, -3.519)
H (-2.091, -0.581, -4.170)
C (0.691, 1.410, 3.415)
C (2.290, 1.376, 3.317)
O (3.106, 1.877, 4.040)
O (2.876, 0.735, 2.282)
H (0.457, 1.607, 4.505)
H (0.009, 0.588, 3.028)
H (0.433, 2.284, 2.566)

Its total charge is -1. The value obtained for the HOMO-LUMO gap is 6.4 eV. Its energy relative to the best compared isomer or geometry (same formula, charge and spin) is 3.026 eV.



Molecular formula: C27H34N5O2Pd
Method: DFT, the ωB97M-V functional and the def2-TZVPD basis

Positions of all 69 atoms, in Å:
Pd (-0.209, 0.772, -0.161)
C (-0.338, -2.655, 3.055)
C (-0.906, -2.014, 4.133)
C (-1.173, -0.668, 4.048)
C (-0.931, 0.004, 2.852)
N (-0.360, -0.607, 1.792)
C (-0.026, -1.913, 1.922)
C (-1.235, 1.447, 2.747)
C (-2.056, 2.089, 3.670)
C (-2.244, 3.458, 3.574)
C (-1.584, 4.156, 2.579)
C (-0.807, 3.438, 1.683)
N (-0.652, 2.121, 1.756)
H (-0.181, -3.723, 3.080)
H (-1.138, -2.561, 5.037)
H (-1.582, -0.151, 4.902)
H (0.531, -2.029, -0.071)
H (-2.555, 1.531, 4.448)
H (-2.887, 3.971, 4.276)
H (-1.673, 5.229, 2.486)
H (-0.277, 3.950, 0.891)
C (2.150, 1.592, -1.976)
N (0.702, 1.777, -2.050)
C (0.128, 1.133, -3.241)
C (0.308, 3.185, -1.992)
C (-1.134, 3.252, -1.599)
C (-1.952, 4.333, -1.907)
C (-3.265, 4.357, -1.462)
C (-3.779, 3.293, -0.732)
C (-2.969, 2.206, -0.417)
C (-1.671, 2.201, -0.866)
H (2.658, 2.069, -2.824)
H (2.381, 0.531, -1.999)
H (2.540, 2.027, -1.057)
H (0.606, 1.511, -4.154)
H (-0.936, 1.340, -3.302)
H (0.280, 0.060, -3.194)
H (0.480, 3.676, -2.958)
H (0.922, 3.703, -1.251)
H (-1.551, 5.157, -2.483)
H (-3.895, 5.209, -1.681)
H (-4.807, 3.306, -0.399)
H (-3.380, 1.382, 0.156)
C (3.507, -3.939, 2.069)
C (1.988, -4.219, 2.026)
C (1.385, -3.592, 0.834)
N (0.627, -2.529, 0.829)
H (3.895, -4.322, 3.010)
H (3.710, -2.869, 2.033)
H (4.038, -4.427, 1.254)
H (1.532, -3.830, 2.929)
H (1.819, -5.299, 1.994)
O (1.824, -4.174, -0.322)
C (1.731, -3.743, -1.604)
O (1.238, -2.717, -1.927)
C (2.360, -4.688, -2.626)
N (2.704, -6.057, -2.067)
C (2.055, -7.099, -2.955)
C (0.852, -6.367, -3.526)
C (1.410, -4.968, -3.811)
H (3.276, -4.205, -2.971)
H (2.344, -6.134, -1.116)
H (3.714, -6.206, -2.012)
H (1.805, -7.985, -2.378)
H (2.762, -7.375, -3.736)
H (0.031, -6.331, -2.806)
H (0.480, -6.847, -4.428)
H (0.635, -4.210, -3.879)
H (1.968, -4.971, -4.745)

Its total charge is +3. The value obtained for the HOMO-LUMO gap is 5.8 eV. Its energy relative to the best compared isomer or geometry (same formula, charge and spin) is 1.853 eV.



Molecular formula: C40H57F27O20S2
Method: DFT, the ωB97M-V functional and the def2-TZVPD basis

Positions of all 146 atoms, in Å:
C (-1.567, 7.693, 1.655)
C (-1.032, 6.324, 1.932)
O (-1.723, 5.221, 1.131)
C (-1.288, 5.173, -0.112)
O (-0.575, 5.946, -0.649)
C (-1.935, 3.944, -0.865)
F (-2.370, 3.019, -0.050)
F (-2.940, 4.446, -1.610)
F (-1.064, 3.448, -1.709)
H (-2.627, 7.763, 1.812)
H (-1.370, 7.917, 0.610)
H (-1.052, 8.397, 2.340)
H (-1.349, 5.953, 2.916)
H (0.060, 6.219, 1.720)
C (1.986, 1.253, -3.022)
C (2.954, 1.840, -3.963)
O (2.338, 1.972, -5.273)
C (3.128, 2.600, -6.158)
O (4.223, 3.039, -5.998)
C (2.284, 2.764, -7.502)
F (1.620, 1.655, -7.819)
F (1.408, 3.791, -7.283)
F (3.193, 3.097, -8.446)
H (1.069, 1.877, -2.963)
H (2.383, 1.133, -2.002)
H (1.658, 0.280, -3.411)
H (3.845, 1.232, -4.120)
H (3.293, 2.848, -3.690)
C (8.509, 3.160, 2.283)
C (7.258, 3.204, 1.410)
O (6.085, 3.231, 2.274)
C (5.743, 4.408, 2.732)
O (6.303, 5.413, 2.485)
C (4.435, 4.365, 3.602)
F (4.575, 5.287, 4.576)
F (3.458, 4.716, 2.769)
F (4.175, 3.189, 4.107)
H (8.629, 4.153, 2.700)
H (9.375, 2.962, 1.636)
H (8.407, 2.383, 3.020)
H (7.157, 2.227, 0.925)
H (7.212, 4.047, 0.704)
C (-5.311, -0.236, -5.422)
C (-4.832, 1.182, -5.522)
O (-3.433, 1.395, -5.070)
C (-2.469, 0.830, -5.758)
O (-2.570, -0.014, -6.582)
C (-1.112, 1.456, -5.337)
F (-0.125, 0.704, -5.786)
F (-1.044, 2.672, -5.911)
F (-1.068, 1.683, -4.049)
H (-4.918, -0.754, -4.545)
H (-5.043, -0.765, -6.318)
H (-6.422, -0.205, -5.423)
H (-5.202, 1.834, -4.709)
H (-4.764, 1.684, -6.492)
C (0.237, -2.958, 9.421)
C (0.342, -1.717, 8.564)
O (0.708, -2.170, 7.247)
C (0.648, -1.256, 6.275)
O (0.288, -0.148, 6.408)
C (1.018, -1.961, 4.902)
F (1.140, -3.276, 5.018)
F (0.023, -1.634, 4.108)
F (2.149, -1.414, 4.467)
H (-0.596, -3.604, 9.069)
H (0.091, -2.626, 10.448)
H (1.165, -3.562, 9.444)
H (1.098, -0.958, 8.878)
H (-0.603, -1.190, 8.420)
C (-9.090, 0.450, -0.172)
C (-7.752, 1.025, 0.127)
O (-6.693, 0.059, -0.009)
C (-6.160, 0.047, -1.235)
O (-6.406, 0.710, -2.189)
C (-5.045, -1.087, -1.299)
F (-3.913, -0.535, -1.682)
F (-4.834, -1.752, -0.182)
F (-5.418, -1.920, -2.261)
H (-9.842, 1.186, 0.101)
H (-9.305, -0.454, 0.417)
H (-9.204, 0.289, -1.259)
H (-7.671, 1.265, 1.181)
H (-7.450, 1.887, -0.492)
C (-0.675, -4.488, 0.816)
C (-0.330, -5.635, 1.729)
O (0.830, -6.287, 1.132)
C (1.114, -7.499, 1.621)
O (0.529, -8.102, 2.420)
C (2.401, -8.069, 0.909)
F (3.117, -7.112, 0.288)
F (3.167, -8.597, 1.827)
F (2.019, -8.986, 0.004)
H (-1.030, -4.855, -0.146)
H (0.179, -3.803, 0.700)
H (-1.545, -3.976, 1.223)
H (-1.085, -6.413, 1.799)
H (-0.082, -5.382, 2.764)
C (4.408, 1.032, 0.153)
C (4.971, -0.210, -0.475)
O (6.365, -0.170, -0.127)
C (7.093, -1.185, -0.637)
O (6.675, -2.069, -1.280)
C (8.582, -1.082, -0.249)
F (8.798, -0.135, 0.719)
F (8.978, -2.234, 0.241)
F (9.287, -0.732, -1.311)
H (4.863, 1.940, -0.289)
H (4.527, 1.001, 1.240)
H (3.342, 1.069, 0.107)
H (4.861, -0.239, -1.565)
H (4.525, -1.095, -0.037)
C (-1.473, -1.076, 0.217)
C (-0.550, -0.127, -0.552)
O (-0.228, 0.982, 0.354)
C (0.696, 0.766, 1.238)
O (1.306, -0.229, 1.429)
C (0.819, 1.971, 2.195)
F (0.171, 1.507, 3.331)
F (2.054, 2.335, 2.484)
F (0.154, 3.070, 1.810)
H (-0.962, -1.496, 1.094)
H (-1.708, -1.936, -0.421)
H (-2.348, -0.550, 0.599)
H (-1.023, 0.319, -1.428)
H (0.329, -0.651, -0.865)
C (-3.411, -2.679, 3.078)
S (-4.289, -4.233, 3.392)
O (-4.197, -4.455, 4.850)
C (-5.971, -3.550, 3.210)
H (-2.363, -2.928, 3.201)
H (-3.726, -1.924, 3.794)
H (-3.693, -2.378, 2.088)
H (-6.130, -3.245, 2.172)
H (-5.996, -2.632, 3.809)
H (-6.720, -4.258, 3.576)
C (-0.056, -2.469, -5.260)
S (-1.055, -2.598, -3.735)
O (-1.334, -1.160, -3.484)
C (-2.542, -3.309, -4.542)
H (-0.634, -1.742, -5.811)
H (-0.055, -3.407, -5.825)
H (0.954, -2.191, -4.985)
H (-3.265, -3.476, -3.747)
H (-2.231, -4.162, -5.121)
H (-2.891, -2.528, -5.208)

Its total charge is 0. The value obtained for the HOMO-LUMO gap is 9.4 eV.



Molecular formula: CH4OP2
Method: DFT, the ωB97M-V functional and the def2-TZVPD basis

Positions of all 8 atoms, in Å:
C (0.200, -0.916, 0.160)
O (0.515, -2.665, 2.172)
P (-0.522, -2.512, 1.176)
P (-1.149, 0.359, -0.439)
H (0.825, -0.354, 0.903)
H (0.686, -1.184, -0.763)
H (-0.456, 0.673, -1.561)
H (-2.120, -0.210, -1.273)

Its total charge is 0. The value obtained for the HOMO-LUMO gap is 8.3 eV. Its SMILES is O=PCP. Its energy relative to the best compared isomer or geometry (same formula, charge and spin) is 0.735 eV.



E_LUMO list, top to bottom, in eV: 3.53 -9.76 0.16 -0.92